(1)
The following is a quantum chemistry calculation of a structure of composition AsF6H28O14 at a distorted geometry, from OMol25.

XYZ file:
```
49
Properties=species:S:1:pos:R:3
As 0.26 -0.46 0.00
F 1.13 0.80 0.86
F 0.20 -1.47 1.44
F -0.74 -1.71 -0.76
F 0.19 0.38 -1.51
F 1.74 -1.26 -0.46
F -1.23 0.38 0.47
O -1.58 3.19 -0.28
H -1.39 2.46 0.32
H -1.06 3.00 -1.08
O -0.82 -2.51 -3.86
H -1.06 -2.75 -2.96
H 0.17 -2.45 -3.85
O 1.39 0.69 3.66
H 0.97 1.47 4.04
H 2.03 1.04 3.03
O -3.79 0.24 -1.68
H -4.26 -0.52 -1.33
H -3.02 0.34 -1.11
O 2.90 2.89 2.70
H 3.66 2.82 2.11
H 2.20 3.23 2.14
O 1.04 -2.06 4.55
H 0.66 -1.32 5.02
H 1.21 -1.72 3.66
O -1.92 0.15 3.44
H -1.07 -0.22 3.13
H -1.71 1.03 3.75
O -0.51 3.20 -3.07
H -0.77 2.28 -3.28
H 0.37 3.29 -3.43
O -0.92 0.63 -3.96
H -0.42 0.40 -3.16
H -1.59 -0.06 -4.03
O 2.89 2.51 -0.20
H 2.60 3.42 -0.03
H 2.12 1.96 0.04
O -2.52 -4.04 -1.32
H -2.93 -3.21 -1.05
H -1.82 -4.19 -0.68
O -4.09 -0.24 1.92
H -3.31 -0.19 2.51
H -3.72 -0.16 1.04
O 1.80 -2.11 -3.23
H 1.69 -1.75 -2.33
H 2.23 -2.96 -3.10
O 4.24 -1.25 0.96
H 3.59 -1.36 0.26
H 4.97 -1.82 0.71
```

As for the gap between HOMO and LUMO: 10.35 eV. Its charge is -1. The energy relative to the best compared isomer or geometry (same formula, charge and spin) is 11.48 kcal per mole. For the HOMO energy, the calculation gives -0.301 Eh. The value obtained for the largest force on an atom is 3.00 eV/Å.



(2)
The following is a quantum chemistry calculation of a structure of composition AsF6Rb at a distorted geometry, from OMol25.

XYZ file:
```
8
Properties=species:S:1:pos:R:3
Rb 1.90 -3.29 -0.69
As -0.30 0.50 0.09
F 1.44 0.95 0.00
F -0.82 2.14 -0.35
F -2.04 -0.11 0.28
F 0.28 -1.19 0.52
F -0.17 0.97 1.75
F -0.28 0.03 -1.60
```

As for the gap between HOMO and LUMO (alpha / beta): 13.39 / 5.26 eV. Its charge is +1. The energy relative to the best compared isomer or geometry (same formula, charge and spin) is 1.91 kcal per mole. For the HOMO energy (alpha / beta), the calculation gives -0.669 / -0.650 Eh. The value obtained for the largest force on an atom is 2.68 eV/Å. As for the multiplicity: 2.